Entry 1:
ORCA calculation (ωB97M-V/def2-TZVPD) on C6H18ClO6V as an isolated structure.

Last column: Löwdin spin population.
Atoms and positions in Å:
V -17.735 -20.442 17.835  2.98
Cl -15.519 -18.982 17.890  -0.01
C -14.976 -15.132 18.984  0.00
O -15.910 -15.804 18.222  0.04
H -15.300 -14.095 18.891  0.00
H -15.114 -15.397 20.033  0.00
H -13.936 -15.233 18.673  0.00
H -15.786 -16.731 18.439  0.00
C -14.849 -15.895 15.157  0.14
O -15.744 -16.947 15.228  0.59
H -13.833 -16.226 15.369  0.03
H -14.924 -15.510 14.140  0.02
H -15.154 -15.043 15.765  0.08
H -15.498 -17.400 16.038  0.01
C -14.568 -19.453 13.800  0.03
O -15.526 -19.988 14.663  0.04
H -14.946 -18.558 13.306  0.02
H -13.631 -19.210 14.301  0.00
H -14.326 -20.153 13.001  0.01
H -15.415 -19.633 15.548  0.00
C -14.167 -21.387 20.668  0.00
O -15.329 -21.179 21.407  0.00
C -16.581 -21.462 20.928  0.00
O -16.910 -21.231 19.742  0.02
O -17.314 -21.974 21.857  0.00
C -18.786 -21.935 21.586  0.00
H -14.209 -22.458 20.468  0.00
H -13.334 -21.204 21.347  0.00
H -14.161 -20.827 19.733  0.00
H -18.988 -22.382 20.612  0.00
H -19.272 -20.960 21.566  0.00
H -19.482 -22.487 22.218  0.00

Summary:
**Multiplicity**: 5
**LUMO level (alpha / beta)**: -0.3556 / -0.4419 Eh
**E_HOMO (alpha / beta)**: -16.296 / -15.985 eV
**Total charge**: +2
**Gap between HOMO and LUMO (alpha / beta)**: 6.62 / 3.96 eV

Entry 2:
ORCA calculation (ωB97M-V/def2-TZVPD) on C31H59N7PRe as an isolated structure.

Last column: Löwdin spin population.
Atoms and positions in Å:
Re 0.258 -0.069 0.404  0.80
N 2.404 0.253 0.131  0.02
C 2.588 1.689 -0.210  0.01
C 1.334 2.311 -0.801  0.01
C -1.166 2.347 -0.389  0.00
C -2.151 1.628 0.515  0.00
N -1.904 0.167 0.488  0.01
H 2.961 0.020 0.952  0.00
H 2.732 -0.358 -0.620  0.00
H 3.419 1.827 -0.907  0.00
H 2.847 2.217 0.711  0.00
H 1.018 1.793 -1.708  0.00
H 1.565 3.348 -1.047  0.00
H -1.148 1.907 -1.389  0.00
H -1.465 3.390 -0.469  0.00
H -3.176 1.880 0.228  0.00
H -2.000 1.963 1.545  0.00
H -2.322 -0.244 -0.350  0.00
H -2.342 -0.289 1.288  0.00
C 2.188 0.910 3.404  0.00
C 0.800 1.385 2.987  -0.01
C -0.218 1.135 4.096  0.00
C 0.783 2.821 2.518  0.00
C 1.142 3.768 3.476  0.00
C 1.149 5.109 3.177  0.00
C 0.747 5.514 1.919  0.00
C 0.356 4.623 0.919  0.00
C -0.229 5.373 -0.303  0.00
C -0.007 4.937 -1.750  0.00
C -1.714 5.725 -0.082  0.00
C 0.429 3.242 1.233  0.00
N 0.206 2.231 0.181  0.01
H 2.194 -0.173 3.519  0.00
H 2.479 1.347 4.361  0.00
H 2.953 1.195 2.682  0.00
H 0.456 0.709 2.176  -0.01
H 0.020 1.720 4.986  0.00
H -0.218 0.082 4.375  0.00
H -1.226 1.407 3.783  0.00
H 1.426 3.436 4.464  0.00
H 1.442 5.840 3.916  0.00
H 0.708 6.572 1.701  0.00
H 0.296 6.328 -0.243  0.00
H -0.464 3.983 -2.017  0.00
H 1.049 4.901 -2.021  0.00
H -0.468 5.694 -2.386  0.00
H -2.394 5.016 -0.557  0.00
H -1.925 6.695 -0.530  0.00
H -1.967 5.782 0.976  0.00
N 0.166 -1.805 -0.229  0.10
P 1.086 -2.844 -0.975  0.03
N 2.099 -3.583 0.092  0.00
C 2.509 -2.915 1.333  0.00
C 3.999 -3.104 1.560  0.00
C 4.320 -4.589 1.791  0.00
C 3.263 -5.477 1.129  0.00
C 2.777 -4.867 -0.175  0.00
N 1.944 -2.171 -2.246  0.01
C 1.433 -1.096 -3.101  0.00
C 2.599 -0.356 -3.745  0.00
C 3.421 -1.284 -4.659  0.00
C 3.098 -2.749 -4.372  0.00
C 2.977 -3.026 -2.880  0.00
N 0.282 -4.118 -1.661  0.00
C -0.389 -3.847 -2.946  0.00
C -1.364 -4.964 -3.276  0.00
C -2.491 -5.051 -2.244  0.00
C -1.979 -4.670 -0.848  0.00
C -0.495 -4.970 -0.739  0.00
H 1.948 -3.333 2.176  0.00
H 2.219 -1.865 1.283  0.00
H 4.327 -2.501 2.408  0.00
H 4.534 -2.731 0.680  0.00
H 4.360 -4.804 2.859  0.00
H 5.308 -4.825 1.393  0.00
H 2.408 -5.619 1.794  0.00
H 3.665 -6.471 0.928  0.00
H 2.086 -5.536 -0.684  0.00
H 3.637 -4.727 -0.840  0.00
H 0.820 -0.433 -2.483  0.00
H 0.773 -1.488 -3.883  0.00
H 3.246 0.041 -2.957  0.00
H 2.226 0.506 -4.301  0.00
H 4.487 -1.104 -4.515  0.00
H 3.212 -1.064 -5.706  0.00
H 3.869 -3.402 -4.786  0.00
H 2.167 -3.030 -4.869  0.00
H 3.945 -2.854 -2.395  0.00
H 2.721 -4.076 -2.729  0.00
H 0.368 -3.770 -3.727  0.00
H -0.928 -2.890 -2.917  0.00
H -0.813 -5.906 -3.322  0.00
H -1.768 -4.797 -4.276  0.00
H -2.893 -6.065 -2.236  0.00
H -3.316 -4.397 -2.534  0.00
H -2.528 -5.205 -0.073  0.00
H -2.117 -3.603 -0.659  0.00
H -0.300 -6.022 -0.978  0.00
H -0.126 -4.802 0.273  0.00

Summary:
**Multiplicity**: 2
**LUMO level (alpha / beta)**: -0.0622 / -0.0639 Eh
**E_HOMO (alpha / beta)**: -8.689 / -8.542 eV
**Energy relative to the best compared isomer or geometry (same formula, charge and spin)**: 0.51 kcal/mol
**Total charge**: +1
**Gap between HOMO and LUMO (alpha / beta)**: 7.00 / 6.80 eV

Molecular weight (computed, g mol⁻¹): 272.601, 747.043
F_max (computed, eV/Å): 4.4, 1.4
Total energy (computed, hartree): -2094.21112, -2019.33377